# C4H10O

C4H10O as an isolated structure (ωB97M-V with the def2-TZVPD basis set, the Open Molecules 2025 dataset).

orbital gap = 8.11 eV
E_LUMO = 0.032 Eh
HOMO level = -7.228 eV

Geometry as XYZ:
```
15
Properties=species:S:1:pos:R:3:forces:R:3
C 1.453 -0.139 -0.857 0.185 0.061 -0.060
O 0.206 -0.432 -0.237 -0.151 0.150 0.068
C -0.632 1.024 0.377 0.372 0.003 0.199
C -0.723 -1.046 -1.131 -0.133 -0.175 -0.130
C -0.667 0.684 1.849 -0.105 -0.035 0.084
H 1.889 -1.065 -1.247 -0.060 0.136 0.033
H 2.098 0.279 -0.083 -0.074 -0.053 -0.133
H 1.313 0.587 -1.668 0.013 -0.110 0.124
H 0.246 1.687 0.234 -0.174 -0.104 0.011
H -1.614 -1.266 -0.545 0.123 0.023 -0.118
H -0.277 -1.966 -1.527 -0.072 0.135 0.067
H -0.985 -0.348 -1.932 0.059 -0.120 0.105
H -1.078 1.587 2.324 0.033 -0.087 -0.053
H 0.290 0.465 2.353 -0.100 0.039 -0.148
H -1.368 -0.129 2.078 0.084 0.138 -0.050
```
Forces are in eV/Å.

Charges obtained by Löwdin population analysis, quoted in units of e: number 1, C, carries -0.07; number 2, O, carries -0.37; number 3, C, carries -0.08; number 4, C, carries -0.08; number 5, C, carries -0.21; number 6, H, carries 0.10; number 7, H, carries 0.10; number 8, H, carries 0.10; number 9, H, carries 0.02; number 10, H, carries 0.10; number 11, H, carries 0.10; number 12, H, carries 0.10; number 13, H, carries 0.07; number 14, H, carries 0.06; number 15, H, carries 0.06